# 1
Here is an isolated molecule of C2H5NO2 from the Open Molecules 2025 dataset. Energies are from ωB97M-V/def2-TZVPD.

Each line ends with the Löwdin charge.
Atoms and positions in Å:
1 N -0.690 1.745 -0.332  0.0902
2 C -0.501 0.538 -0.832  -0.1842
3 O 0.777 0.155 -0.549  -0.1108
4 C 0.588 -1.192 -0.089  -0.3026
5 O -0.372 -1.328 0.917  -0.0341
6 H 0.038 2.325 0.075  0.1086
7 H -1.642 2.061 -0.302  0.0884
8 H 0.235 -1.805 -0.919  0.1234
9 H 1.577 -1.464 0.272  0.1258
10 H -0.008 -1.036 1.760  0.0953

Values from the calculation:
F_max: 0.96 eV/Å
ΔE to the lowest compared entry with this formula, charge and spin: 2.7997 eV
HOMO-LUMO gap: 9.45 eV
LUMO: 0.92 eV
2S+1: 1
Net charge: 0

# 2
Here is a 2-piece molecular cluster, C2H5NO2P overall from the Open Molecules 2025 dataset. Energies are from ωB97M-V/def2-TZVPD.

Each line ends with the Löwdin charge.
Atoms and positions in Å:
1 C 2.131 -0.463 -0.107  -0.3282
2 C 1.153 -0.965 0.675  -0.2224
3 N -1.332 1.149 -0.735  -0.1251
4 O -2.492 0.715 1.545  -0.3958
5 O -2.840 -0.988 -0.443  -0.3785
6 P -2.024 -0.014 0.321  0.4536
7 H 3.105 -0.917 -0.463  0.0034
8 H 2.117 0.487 -0.631  -0.0385
9 H 1.615 -1.839 1.235  -0.0499
10 H -0.477 0.933 -1.283  0.0362
11 H -0.957 1.902 -0.112  0.0453

Values from the calculation:
F_max: 2.12 eV/Å
ΔE to the lowest compared entry with this formula, charge and spin: 3.0008 eV
HOMO-LUMO gap (alpha / beta): 6.71 / 6.73 eV
LUMO (alpha / beta): 3.37 / 3.38 eV
2S+1: 1
Net charge: -1

# 3
Here is C2H5NO2P as an isolated structure from the Open Molecules 2025 dataset. Energies are from ωB97M-V/def2-TZVPD.

Each line ends with the Löwdin charge.
Atoms and positions in Å:
1 C -1.401 -1.489 -0.784  -0.3122
2 C -0.270 -0.009 -0.261  -0.3527
3 N 1.103 -0.338 0.163  0.1393
4 O -1.096 -2.259 -1.597  0.1531
5 O -2.753 0.636 0.008  -0.2590
6 P -1.800 -0.461 0.667  0.9293
7 H -0.356 0.767 -1.005  0.0984
8 H 1.574 -0.892 -0.567  0.1750
9 H 1.111 -0.887 1.031  0.1683
10 H 1.667 0.509 0.327  0.1745
11 H -3.633 0.771 0.368  0.0860

Values from the calculation:
F_max: 1.71 eV/Å
ΔE to the lowest compared entry with this formula, charge and spin: 2.0599 eV
HOMO-LUMO gap: 7.93 eV
LUMO: -4.72 eV
2S+1: 1
Net charge: +1

# 4
Here is C2H5NO2S as an isolated structure from the Open Molecules 2025 dataset. Energies are from ωB97M-V/def2-TZVPD.

Each line ends with the Löwdin charge.
Atoms and positions in Å:
1 C -0.200 -0.913 -0.956  -0.0860
2 C -1.135 -0.074 -0.511  -0.0974
3 N 0.430 1.664 0.858  -0.1561
4 O -0.039 -0.528 1.964  -0.2758
5 O 1.890 -0.373 0.442  -0.2951
6 S 0.678 0.181 0.966  0.5439
7 H -0.092 -1.909 -0.560  0.0888
8 H 0.466 -0.653 -1.763  0.0871
9 H -1.281 0.903 -0.942  0.0792
10 H -1.833 -0.360 0.258  0.0834
11 H 1.117 2.060 0.245  0.0281

Values from the calculation:
F_max: 2.09 eV/Å
ΔE to the lowest compared entry with this formula, charge and spin: 3.2422 eV
HOMO-LUMO gap: 11.09 eV
LUMO: 0.46 eV
2S+1: 1
Net charge: 0

# 5
Here is an isolated molecule of C2H5NO2S from the Open Molecules 2025 dataset. Energies are from ωB97M-V/def2-TZVPD.

Each line ends with the Löwdin charge.
Atoms and positions in Å:
1 C -1.281 0.263 -0.221  -0.0826
2 C 0.079 -0.511 0.428  -0.4743
3 N 1.087 -0.592 -0.617  -0.4590
4 O 1.480 0.402 -1.201  0.0458
5 O 1.462 -1.729 -0.748  0.0983
6 S 0.609 0.822 1.655  0.7400
7 H -1.800 -0.498 -0.740  0.0376
8 H -0.967 1.151 -0.895  0.1065
9 H -1.953 0.554 0.586  0.0501
10 H -0.130 -1.360 0.945  0.0644
11 H 1.414 1.497 0.808  -0.1268

Values from the calculation:
F_max: 8.27 eV/Å
ΔE to the lowest compared entry with this formula, charge and spin: 4.0407 eV
HOMO-LUMO gap: 9.31 eV
LUMO: -0.22 eV
Structure (SMILES): C[C@H](S)[N+](=O)[O-]
2S+1: 1
Net charge: 0

# 6
Here is an isolated molecule of C2H5NO2S from the Open Molecules 2025 dataset. Energies are from ωB97M-V/def2-TZVPD.

Each line ends with the Löwdin charge.
Atoms and positions in Å:
1 C -1.419 -0.538 -0.850  -0.3194
2 C 0.960 0.972 0.865  -0.2341
3 N -0.920 -0.764 0.281  0.0276
4 O -0.597 0.194 -1.654  -0.2874
5 O 1.463 -0.940 -0.785  -0.4757
6 S 0.973 0.400 -0.923  0.9275
7 H -2.218 -0.923 -1.390  0.1109
8 H 1.968 0.586 1.081  0.0373
9 H 0.218 0.410 1.459  0.0234
10 H 0.906 2.133 1.062  0.0867
11 H -1.334 -1.530 0.852  0.1032

Values from the calculation:
F_max: 3.33 eV/Å
ΔE to the lowest compared entry with this formula, charge and spin: 2.8968 eV
HOMO-LUMO gap: 10.18 eV
LUMO: 0.94 eV
2S+1: 1
Net charge: 0

# 7
Here is an isolated molecule of C2H5NO3 from the Open Molecules 2025 dataset. Energies are from ωB97M-V/def2-TZVPD.

Each line ends with the Löwdin charge.
Atoms and positions in Å:
1 C -0.622 -0.468 -0.761  0.1557
2 N -0.097 -0.522 0.943  -0.0298
3 C 0.407 0.557 -0.444  -0.6921
4 O -0.915 0.234 1.818  -0.0517
5 O 1.714 0.222 -0.768  0.0634
6 O 0.030 1.756 -0.447  -0.0128
7 H -1.113 1.056 1.313  0.0943
8 H 1.817 -0.735 -0.902  0.1040
9 H 0.790 -0.712 1.407  0.1406
10 H -0.358 -1.255 -1.469  0.1089
11 H -1.653 -0.133 -0.690  0.1194

Values from the calculation:
F_max: 4.22 eV/Å
ΔE to the lowest compared entry with this formula, charge and spin: 5.1031 eV
HOMO-LUMO gap: 9.51 eV
LUMO: 0.36 eV
Structure (SMILES): [O-][C@]1(O)C[N@@H+]1O
2S+1: 1
Net charge: 0

# 8
Here is an isolated molecule of C2H5NO3 from the Open Molecules 2025 dataset. Energies are from ωB97M-V/def2-TZVPD.

Each line ends with the Löwdin charge.
Atoms and positions in Å:
1 C 0.146 0.416 -0.590  -0.4162
2 C 1.286 0.010 0.325  -0.0472
3 O -0.448 -0.613 -1.208  -0.1125
4 O -1.041 1.020 0.347  -0.1234
5 N -1.551 -1.141 -0.016  0.1090
6 O -2.558 -1.438 -0.474  0.1486
7 H -0.913 0.817 1.286  0.0597
8 H 0.372 1.244 -1.273  0.1414
9 H 2.055 -0.468 -0.283  0.0840
10 H 0.941 -0.720 1.055  0.0768
11 H 1.711 0.873 0.832  0.0799

Values from the calculation:
F_max: 3.31 eV/Å
ΔE to the lowest compared entry with this formula, charge and spin: 4.5433 eV
HOMO-LUMO gap: 9.56 eV
LUMO: -0.40 eV
Structure (SMILES): C[C@H](O)ON=O
2S+1: 1
Net charge: 0

# 9
Here is C2H5NO3S as an isolated structure from the Open Molecules 2025 dataset. Energies are from ωB97M-V/def2-TZVPD.

Each line ends with the Löwdin charge.
Atoms and positions in Å:
1 C 0.952 0.984 -1.126  -0.3990
2 C 0.006 -1.051 -0.015  -0.1062
3 N 1.112 -0.416 -0.739  -0.2370
4 O 3.614 -0.016 -0.294  -0.2067
5 O 2.208 -0.515 1.619  -0.2128
6 O 1.586 1.694 -0.192  -0.1467
7 S 2.372 -0.024 0.323  0.7564
8 H 1.389 1.012 -2.092  0.1093
9 H -0.169 1.215 -1.087  0.1528
10 H -0.491 -0.335 0.668  0.0988
11 H -0.750 -1.351 -0.742  0.0877
12 H 0.430 -1.956 0.497  0.1034

Values from the calculation:
F_max: 4.39 eV/Å
ΔE to the lowest compared entry with this formula, charge and spin: 3.4682 eV
HOMO-LUMO gap: 10.71 eV
LUMO: 0.25 eV
2S+1: 1
Net charge: 0

# 10
Here is an isolated molecule of C2H5NO4S from the Open Molecules 2025 dataset. Energies are from ωB97M-V/def2-TZVPD.

Each line ends with the Löwdin charge.
Atoms and positions in Å:
1 C 0.032 -0.375 0.708  -0.3070
2 C -1.241 -0.241 -0.168  -0.4956
3 N -1.653 1.033 -0.396  0.2043
4 O 1.950 -0.147 -1.480  -0.3061
5 O -0.068 -1.542 1.378  -0.0422
6 O 2.589 0.715 0.838  -0.5069
7 O -1.867 -1.217 -0.464  0.0974
8 S 2.147 -0.501 0.174  1.0227
9 H 0.103 0.493 1.405  0.1230
10 H -0.989 1.682 -0.191  0.0633
11 H 2.102 0.741 -1.556  -0.0201
12 H -2.389 1.246 -1.028  0.1154
13 H -0.715 -1.889 0.782  0.0519

Values from the calculation:
F_max: 4.48 eV/Å
ΔE to the lowest compared entry with this formula, charge and spin: 1.2599 eV
HOMO-LUMO gap: 8.81 eV
LUMO: -0.12 eV
2S+1: 1
Net charge: 0

# 11
Here is a 2-piece molecular cluster, C2H5NO7 overall from the Open Molecules 2025 dataset. Energies are from ωB97M-V/def2-TZVPD.

Each line ends with the Löwdin charge.
Atoms and positions in Å:
1 C 0.687 0.074 1.029  -0.3877
2 C 0.422 -0.951 -0.044  -0.7709
3 N -1.301 1.436 0.259  -0.2678
4 O -1.664 1.639 1.601  -0.2134
5 O -2.235 0.488 -0.260  -0.2472
6 O 0.258 0.133 2.178  -0.0089
7 O 1.607 1.133 0.575  -0.0379
8 O 0.573 -0.208 -1.331  -0.0572
9 O 1.637 -1.778 -0.016  -0.0394
10 O -0.616 -1.693 -0.026  -0.1155
11 H -1.057 1.097 2.106  -0.0254
12 H 1.260 1.222 -0.330  0.0506
13 H -0.253 0.262 -1.269  0.0290
14 H 1.295 -2.509 0.503  0.0575
15 H -1.868 -0.352 0.161  0.0343

Values from the calculation:
F_max: 4.09 eV/Å
ΔE to the lowest compared entry with this formula, charge and spin: 1.6202 eV
HOMO-LUMO gap: 4.81 eV
LUMO: 6.73 eV
2S+1: 1
Net charge: -2

# 12
Here is an isolated molecule of C2H5NOS from the Open Molecules 2025 dataset. Energies are from ωB97M-V/def2-TZVPD.

Each line ends with the Löwdin charge.
Atoms and positions in Å:
1 C 1.255 -0.512 -0.017  -0.0991
2 C -1.194 -0.342 0.070  -0.4012
3 H 1.066 -1.461 -0.606  0.1055
4 H 1.975 0.077 -0.543  0.0570
5 H 1.706 -0.818 0.939  0.0850
6 H -1.370 2.025 -0.093  -0.0929
7 H -1.163 -1.424 0.129  0.1308
8 N 0.018 0.288 0.111  -0.5574
9 O -2.289 0.209 -0.019  -0.0380
10 S -0.004 1.957 0.030  0.8104

Values from the calculation:
F_max: 2.60 eV/Å
ΔE to the lowest compared entry with this formula, charge and spin: 1.3065 eV
HOMO-LUMO gap: 9.31 eV
LUMO: 0.77 eV
Structure (SMILES): CN(S)C=O
2S+1: 1
Net charge: 0